The following is a quantum chemistry calculation of 14 unconnected molecules or ions with the total composition C40H72Br12O24 at a distorted geometry, from OMol25.

XYZ file:
```
148
Properties=species:S:1:pos:R:3:forces:R:3
C -8.566 -22.195 18.816 0.370 -0.166 0.489
C -7.903 -23.491 19.384 -0.980 3.206 0.101
C -8.959 -24.451 19.878 0.614 -0.074 0.047
O -8.435 -25.663 19.376 -0.123 -1.375 -0.277
C -7.364 -25.459 18.576 2.018 -2.809 -0.744
O -6.625 -26.340 18.147 -2.172 1.955 0.892
O -7.162 -24.162 18.374 -0.325 0.406 0.213
H -9.051 -22.429 17.868 0.222 0.111 -0.111
H -7.913 -21.324 18.762 0.487 -0.387 -0.559
H -9.340 -21.776 19.460 -0.245 -0.621 0.387
H -7.222 -23.243 20.199 0.157 0.046 -0.070
H -9.965 -24.226 19.525 0.047 -0.287 -0.322
H -8.978 -24.509 20.967 -0.051 0.025 -0.039
C 1.160 -25.982 16.788 -0.346 0.770 -0.140
C 0.436 -26.460 15.535 0.951 1.096 0.207
C -0.198 -25.406 14.626 -0.494 0.063 1.220
O 0.169 -25.753 13.285 -0.219 0.009 0.686
C 1.256 -26.545 13.402 0.908 -1.828 -4.230
O 1.918 -26.977 12.452 -1.623 1.632 2.448
O 1.425 -26.937 14.629 1.124 -1.464 1.762
H 0.489 -25.661 17.584 -0.413 -0.596 0.052
H 1.695 -25.047 16.620 0.644 -0.325 -0.382
H 1.787 -26.810 17.119 0.146 0.329 0.178
H -0.239 -27.230 15.908 -0.110 -0.411 -0.878
H 0.223 -24.419 14.817 -0.272 0.083 0.177
H -1.251 -25.490 14.895 -0.288 0.649 -1.121
C -4.517 -20.408 13.586 0.912 1.086 -0.444
C -5.494 -21.510 13.605 -0.486 1.460 -0.131
C -6.780 -21.152 12.947 -2.592 0.746 -0.769
O -7.014 -22.105 11.884 0.174 -0.781 0.828
C -6.004 -22.979 11.859 1.521 -2.067 -2.660
O -5.884 -23.919 11.027 -0.264 3.982 4.126
O -5.021 -22.526 12.785 -0.470 -3.018 -1.258
H -3.525 -20.847 13.693 0.108 0.315 0.206
H -4.732 -19.686 14.374 0.194 -0.038 0.099
H -4.574 -19.876 12.637 0.256 -0.001 -0.095
H -5.675 -21.656 14.669 0.053 -1.582 -0.030
H -6.918 -20.209 12.418 0.842 0.373 0.310
H -7.598 -21.158 13.668 -0.247 -0.468 -0.161
C -0.185 -19.331 19.065 0.677 -0.810 -1.480
C -1.259 -18.784 19.945 2.685 0.827 -0.665
C -0.972 -17.290 20.269 -0.725 -2.109 1.337
O -2.329 -16.827 20.219 1.668 2.784 1.867
C -3.088 -17.632 19.541 -5.006 2.290 -0.876
O -4.272 -17.362 19.288 3.043 -1.189 0.431
O -2.403 -18.649 19.163 -0.663 -3.270 -1.442
H -0.530 -20.212 18.525 -0.237 -0.105 0.077
H 0.778 -19.644 19.470 -0.221 0.305 0.727
H 0.046 -18.600 18.290 -0.011 0.061 -0.058
H -1.395 -19.436 20.808 -0.492 0.320 0.198
H -0.278 -16.758 19.618 -0.438 -0.059 -0.286
H -0.563 -17.341 21.278 -0.286 0.958 0.167
Br 4.066 -10.224 22.986 0.034 -0.555 -0.313
C 4.138 -11.957 23.968 -0.453 0.662 -0.205
C 3.175 -13.013 23.360 0.933 0.804 0.246
Br 2.919 -14.461 24.697 0.023 0.654 -0.769
H 3.888 -11.527 24.938 -0.244 -0.934 0.076
H 5.188 -12.248 23.960 -0.271 -0.168 -0.066
H 3.627 -13.418 22.455 0.103 -0.342 0.305
H 2.233 -12.581 23.020 -0.133 -0.120 0.692
Br -6.620 -20.171 24.366 -0.064 0.370 -0.640
C -5.246 -21.228 25.192 0.468 -0.395 0.448
C -5.878 -22.480 25.775 0.479 -0.195 0.105
Br -7.143 -21.842 27.128 -0.136 -0.841 -0.200
H -4.818 -20.594 25.969 0.003 -0.154 -0.085
H -4.486 -21.446 24.442 -0.133 -0.067 0.008
H -5.243 -23.193 26.301 0.629 0.751 0.339
H -6.208 -23.150 24.981 -1.226 0.511 0.004
Br 5.215 -7.729 16.704 -0.263 -1.256 0.301
C 4.877 -9.711 17.015 -1.288 0.807 0.330
C 3.352 -9.934 17.270 0.803 0.216 -0.182
Br 3.090 -11.850 17.738 0.028 0.754 -0.430
H 5.439 -10.018 17.897 0.158 0.195 -0.322
H 5.212 -10.180 16.089 -0.061 -0.042 0.328
H 2.770 -9.621 16.403 0.022 -0.640 -0.123
H 2.916 -9.386 18.105 0.586 -0.053 0.118
Br -8.791 -15.262 15.213 1.010 0.725 0.174
C -7.815 -13.526 15.544 -1.008 -0.205 -1.223
C -8.893 -12.475 15.743 0.651 -0.333 -0.520
Br -9.708 -11.721 14.052 0.641 -0.701 1.233
H -7.228 -13.273 14.662 0.108 -0.465 0.086
H -7.183 -13.560 16.431 -0.194 -0.509 -0.053
H -8.318 -11.678 16.215 -0.928 0.447 0.180
H -9.663 -12.995 16.312 -0.252 1.031 0.131
Br -2.533 -10.003 22.853 -1.125 -0.460 0.301
C -4.276 -10.701 23.546 0.031 -0.685 -0.040
C -4.480 -12.199 23.381 0.221 -0.155 -0.714
Br -3.242 -13.249 24.470 -0.470 0.160 -0.221
H -5.116 -10.255 23.013 0.394 0.507 -0.067
H -4.316 -10.450 24.606 0.111 0.192 -0.224
H -4.406 -12.557 22.354 0.792 0.284 -0.075
H -5.521 -12.477 23.547 0.050 0.138 1.021
Br 0.525 -22.290 24.799 -0.262 -0.231 -0.061
C 0.284 -24.112 25.431 -0.484 -1.267 -1.242
C 0.079 -25.180 24.270 -0.008 1.794 0.655
Br -1.480 -24.917 23.123 -0.107 0.366 0.175
H -0.568 -24.171 26.108 0.285 0.315 0.088
H 1.241 -24.323 25.910 -0.320 -0.235 0.171
H -0.154 -26.165 24.674 0.860 0.097 0.017
H 0.913 -25.035 23.583 0.015 -0.821 0.194
C 6.895 -17.615 21.868 0.497 -1.051 0.820
O 7.767 -17.448 20.741 -1.341 0.135 1.722
C 7.188 -17.362 19.563 -1.806 -0.714 -1.104
O 6.032 -17.617 19.202 2.347 0.731 1.142
O 8.187 -16.988 18.804 0.731 0.258 -1.053
C 7.910 -16.642 17.476 0.212 0.368 -1.325
H 5.948 -18.091 21.611 0.126 0.196 -0.199
H 6.743 -16.720 22.471 -0.013 0.416 -0.652
H 7.463 -18.275 22.524 -0.205 -0.192 0.028
H 7.672 -17.486 16.828 -0.533 -0.183 0.380
H 8.830 -16.261 17.033 0.068 0.232 0.403
H 7.150 -15.862 17.443 -0.109 -0.205 -0.159
C -10.520 -14.868 21.977 1.445 -1.237 1.219
O -11.648 -14.121 22.325 -0.819 -4.052 -2.578
C -11.471 -13.001 22.838 1.039 4.763 2.711
O -10.433 -12.448 23.201 -1.063 -0.894 -0.776
O -12.693 -12.497 23.006 0.089 0.749 0.427
C -12.827 -11.183 23.595 -1.360 -0.987 -0.627
H -9.887 -14.855 22.864 0.695 0.402 -0.350
H -10.005 -14.533 21.077 -0.185 0.162 0.156
H -10.745 -15.934 21.938 -0.718 0.234 -0.584
H -12.925 -10.495 22.754 0.692 0.411 0.327
H -12.114 -10.959 24.388 0.079 0.002 -0.452
H -13.846 -11.286 23.970 0.130 0.447 0.522
C 5.782 -22.034 16.040 0.195 -0.602 0.432
O 5.973 -21.100 14.961 -0.670 -0.849 0.700
C 5.069 -21.229 14.004 -3.124 0.350 -2.323
O 3.998 -21.873 13.950 3.489 1.346 0.743
O 5.459 -20.366 13.019 1.074 0.167 1.259
C 4.850 -20.368 11.758 -0.403 -0.772 -0.962
H 4.865 -21.922 16.619 -0.196 0.490 -0.432
H 6.604 -21.916 16.745 0.110 0.140 -0.382
H 5.774 -23.047 15.638 0.118 0.030 0.016
H 5.277 -19.696 11.013 0.492 0.925 1.000
H 3.792 -20.117 11.847 -0.055 -0.622 -0.213
H 5.136 -21.292 11.257 -1.044 -0.598 0.190
C -3.283 -9.701 17.286 -0.460 0.679 0.821
O -3.451 -11.099 17.064 0.912 -0.940 -1.218
C -2.617 -11.744 16.165 1.491 2.168 -0.845
O -1.852 -11.226 15.347 -1.793 -0.418 1.834
O -2.712 -13.040 16.344 -0.558 0.125 1.536
C -1.819 -13.885 15.668 -0.364 -1.333 -1.720
H -3.636 -9.029 16.504 0.511 -0.472 -0.596
H -2.304 -9.431 17.682 0.265 -0.239 -0.618
H -3.949 -9.439 18.108 -0.182 -0.500 0.138
H -2.395 -14.253 14.819 0.250 0.073 -0.472
H -1.648 -14.811 16.217 0.117 0.510 0.683
H -0.896 -13.451 15.284 -0.199 0.350 0.471
```
Positions in Å, forces in eV/Å.

Net charge: 0
HOMO: -10.05 eV
Total energy: -932292.838 eV
Lowest unoccupied orbital energy: -0.36 eV
HOMO-LUMO gap: 0.3562 hartree